Record 1
ORCA calculation (wB97M-V/def2-TZVPD) on a cluster of 2 separate species, C4H10N2 in total at a distorted geometry.

Cartesian coordinates (Å):
C1 -1.40370 1.27529 -0.09700
H1 -2.67440 2.65371 -0.86719
H2 -0.94119 3.27293 -0.07447
H3 1.94350 0.35162 0.97813
H4 -0.48831 1.12274 0.47404
H5 -0.33134 -1.20870 0.69050
H6 -2.36038 -0.54085 -0.62424
C2 2.42353 -0.62358 0.86625
H7 0.25090 -1.72657 -0.70101
C3 -1.71078 2.56292 -0.39223
N1 0.33270 -1.88031 0.30884
H8 2.24231 -2.52104 -0.03039
H9 3.46739 -0.74709 1.14834
N2 -1.61055 0.10300 -0.86388
H10 -0.85215 -0.36392 -1.32359
C4 1.71249 -1.73015 0.50790

Output
**Kohn-Sham gap (alpha / beta)**: 9.14 / 3.88 eV
**Calculated total energy**: -7278.2942 eV
**Total charge**: +1
**Multiplicity**: 2
**Highest occupied orbital energy (alpha / beta)**: -0.49038 / -0.46330 Ha
**LUMO (alpha / beta)**: -4.21 / -8.73 eV
**Max |F|**: 3.3 eV Å⁻¹

=====

Record 2
ORCA calculation (wB97M-V/def2-TZVPD) on a cluster of 7 separate species, C28H70O14 in total at a distorted geometry.

Cartesian coordinates (Å):
H1 5.46274 -6.29257 1.11954
H2 -1.13569 2.14704 0.66303
H3 -2.68054 -3.25008 -5.65192
H4 4.98073 5.63297 1.18132
H5 4.47667 -7.12818 -0.11519
H6 -2.20157 -5.68114 -5.77591
H7 5.29979 -1.84855 4.87234
H8 -5.26505 -1.14954 -5.78216
H9 5.48974 4.27998 -0.88273
C1 -1.85385 0.05045 -0.41925
H10 5.80015 -6.12377 -0.59647
H11 3.61218 -4.98888 1.90796
H12 0.45951 -1.95574 0.05621
O1 -2.69637 -4.24954 -3.58159
H13 6.09501 1.96279 -1.88417
C2 -3.34063 -5.45182 -3.80657
H14 -6.44330 -0.39639 -4.78146
H15 8.77751 -1.83742 4.93256
C3 5.29105 3.73596 0.04067
H16 -7.06225 5.74010 2.08075
O2 -3.90638 -4.90690 -6.27251
C4 -6.64481 7.05990 -0.16149
H17 -4.33609 -5.48532 -3.36381
H18 5.34542 -1.53363 3.18479
H19 6.24666 4.69023 3.91036
H20 -2.08363 -0.84419 -0.99798
C5 -0.28549 1.47317 0.55737
C6 5.69596 -1.14441 4.14068
H21 -8.04036 -0.77669 -3.48298
C7 6.12153 1.69305 -0.82841
H22 2.65449 1.77868 0.97174
H23 -6.56797 -3.03259 -4.60572
H24 -4.09297 5.46152 1.72066
H25 -5.42983 2.74957 -0.53770
H26 -5.52944 0.05684 -2.36357
C8 2.62463 1.00734 1.74132
C9 -4.96879 0.67160 -3.06773
H27 6.08633 2.40643 6.77640
H28 5.65897 0.84592 3.49864
H29 7.25543 -2.44465 5.71040
H30 0.15700 1.26062 2.81183
H31 2.36625 -5.50650 0.69956
H32 1.76046 -1.00705 -0.53939
H33 1.75679 -3.30665 1.37862
H34 -2.77790 -6.20955 -3.26134
C10 -3.19920 -5.70500 -5.33742
H35 3.53438 0.43022 1.57585
H36 6.50026 4.87514 1.44290
C11 7.73691 -1.62470 5.17753
C12 -3.38598 -3.64802 -6.38137
H37 -2.19029 -4.73598 -1.63309
H38 -5.61703 1.46179 -3.44653
O3 4.96137 4.05397 2.37581
H39 6.39703 2.74023 5.05886
H40 -0.39602 -0.11268 1.90292
H41 -5.01899 4.33738 2.63144
O4 6.25838 2.80446 0.08135
H42 -5.04952 -2.98817 -4.09288
O5 -4.50732 -0.21352 -4.06452
C13 5.22570 4.80907 3.54758
H43 5.21363 1.11752 -0.64792
C14 -6.08602 6.22429 2.10597
H44 -4.21186 -2.98556 -6.64053
H45 -3.67349 -3.72273 -1.79089
H46 -2.23011 -3.02089 -1.85435
O6 7.08596 -1.21881 3.93884
H47 -6.17057 7.58140 -0.99290
H48 0.46778 2.13849 0.13544
H49 0.70406 -1.95975 -1.59647
H50 2.67798 1.39550 2.75847
O7 -5.57933 4.32282 0.64972
O8 -5.89171 7.20987 1.13090
H51 -4.07597 1.08243 -2.59636
C15 -5.10104 5.05857 1.81827
C16 1.27426 -1.97414 -0.66762
C17 3.20765 -4.84506 0.90608
H52 6.95508 0.99448 -0.75567
H53 4.27229 0.37466 4.56250
C18 -2.68806 -3.94821 -2.19855
H54 4.29841 3.31202 -0.11114
H55 -2.17383 -0.30835 0.55899
H56 -8.21004 -1.62966 -1.91574
O9 -0.45554 0.54301 -0.43636
H57 3.32201 -2.51433 1.02838
H58 -7.71496 7.25593 -0.09478
C19 4.99827 -6.20501 0.13735
H59 -2.73780 -3.77389 -7.24862
C20 -5.93984 -2.36391 -4.01716
H60 4.82870 2.44894 5.47619
H61 4.46721 4.30881 4.14968
H62 5.03928 5.88200 3.50098
O10 2.20777 -3.05540 -0.51180
C21 5.44949 4.65191 1.25805
H63 -3.83313 3.18009 0.08258
H64 -2.51141 0.85007 -0.76032
C22 5.83043 2.12249 5.75562
C23 -5.53452 -0.99660 -4.73713
H65 -8.60004 -2.40370 -3.39680
C24 0.26324 0.75390 1.85264
H66 -3.52976 -6.74357 -5.35170
O11 1.53715 0.07917 1.70104
O12 4.28387 -5.07121 -0.00372
H67 7.95283 -0.78653 5.84006
C25 -4.89557 3.14940 0.32417
C26 2.68479 -3.37142 0.81055
H68 -4.94223 2.40313 1.11727
O13 5.95839 0.73243 5.53840
C27 5.33270 0.24396 4.34675
O14 -6.56328 -2.13587 -2.80368
H69 -6.57980 6.03286 -0.52075
C28 -7.88185 -1.71512 -2.95164
H70 -5.88284 6.66335 3.08272

Output
**Kohn-Sham gap (alpha / beta)**: 7.92 / 1.65 eV
**Calculated total energy**: -58813.6209 eV
**Total charge**: +1
**Multiplicity**: 2
**Highest occupied orbital energy (alpha / beta)**: -0.38694 / -0.38694 Ha
**LUMO (alpha / beta)**: -2.61 / -8.88 eV
**Max |F|**: 4.2 eV Å⁻¹

=====

Q: Which of these has the lowest max |F|?
A: C4H10N2

=====

Q: Number 2 is which compound?
A: C28H70O14

=====

Q: max |F| of number 1 (C4H10N2)?
A: 3.3 eV Å⁻¹